one.
Formula: C6H11N
Source: OMol25
Level of theory: ωB97M-V/def2-TZVPD

Element x y z (Å)
1 C 0.6936 -0.7259 2.4321
2 C -0.2439 -0.7156 1.2245
3 C 0.0034 0.4515 0.2636
4 C -0.5605 0.2110 -1.1498
5 C -0.2378 1.3615 -2.1109
6 C -0.0236 -1.0477 -1.6988
7 N 0.4136 -2.0341 -2.1170
8 H 0.6888 -1.7050 2.9244
9 H 1.7250 -0.5249 2.1200
10 H 0.4190 0.0265 3.1787
11 H -0.1186 -1.6571 0.6751
12 H -1.2890 -0.6973 1.5576
13 H -0.4429 1.3770 0.6510
14 H 1.0812 0.6400 0.1742
15 H -1.6500 0.0852 -1.0791
16 H -0.6554 2.2988 -1.7303
17 H 0.8464 1.4815 -2.2084
18 H -0.6495 1.1747 -3.1069

As for the charge: 0. The spin multiplicity is 1. Its HOMO energy is -11.40 eV.


two.
Formula: C6H11N
Source: OMol25
Level of theory: ωB97M-V/def2-TZVPD

Element x y z (Å)
1 C 0.1397 -1.7855 -0.9630
2 C 0.5928 -0.7462 -0.2344
3 C 0.9808 0.6150 -0.7413
4 C -0.2365 1.2319 -0.5061
5 C -1.4145 1.0702 -1.4283
6 N 0.8321 -1.0157 1.1453
7 C 0.5359 0.0027 2.1282
8 H 0.1243 -1.8052 -2.0410
9 H 0.0443 -2.7266 -0.4323
10 H 1.9677 1.0167 -0.5418
11 H -0.3450 2.1095 0.1448
12 H -1.2847 0.1361 -1.9726
13 H -1.4109 1.9033 -2.1324
14 H -2.3718 1.0257 -0.9040
15 H 0.4339 -1.9281 1.3047
16 H 1.0564 0.9239 1.8654
17 H -0.5232 0.2967 2.2035
18 H 0.8788 -0.3245 3.1054

As for the charge: 0. The spin multiplicity is 1. Its HOMO energy is -7.71 eV.


three.
Formula: C6H11N
Source: OMol25
Level of theory: ωB97M-V/def2-TZVPD

Element x y z (Å)
1 C 3.4091 0.2042 0.8110
2 C 2.2250 -0.5209 1.3981
3 C 1.0459 0.0299 1.5700
4 N -0.0335 0.5717 1.8031
5 H 3.8087 -0.3284 -0.0597
6 H 3.1355 1.2144 0.4930
7 H 4.2193 0.2928 1.5442
8 H 2.3391 -1.5547 1.7136
9 H -0.6930 0.4814 1.0247
10 C -0.7642 -0.3680 -1.4169
11 C -1.7497 0.5149 -1.2628
12 C -3.1954 0.1626 -1.0651
13 H -0.9563 -1.4397 -1.4115
14 H 0.2682 -0.0577 -1.5575
15 H -1.5110 1.5797 -1.2824
16 H -3.5754 0.5690 -0.1200
17 H -3.8133 0.5863 -1.8655
18 H -3.3420 -0.9221 -1.0558

As for the charge: 0. The spin multiplicity is 1. Its HOMO energy is -8.58 eV.


four.
Formula: C6H11N
Source: OMol25
Level of theory: ωB97M-V/def2-TZVPD

Element x y z (Å)
1 C -2.3159 -0.3167 -0.5050
2 C -1.1430 0.6318 -0.4405
3 C 0.2099 0.1097 -0.7593
4 C 1.0086 -0.4222 0.4966
5 C 2.5213 -0.3219 0.3113
6 C 0.4810 0.3043 1.6999
7 N -0.5874 0.8925 1.6250
8 H -3.2022 0.0901 -0.0021
9 H -2.6115 -0.5266 -1.5444
10 H -2.0800 -1.2779 -0.0327
11 H -1.3562 1.6165 -0.8667
12 H -1.3619 1.4255 1.2468
13 H 0.1523 -0.7354 -1.4588
14 H 0.8238 0.8860 -1.2298
15 H 0.7483 -1.4753 0.6809
16 H 2.8436 -0.9275 -0.5426
17 H 2.8174 0.7160 0.1198
18 H 3.0520 -0.6690 1.2017

As for the charge: 0. The spin multiplicity is 1. Its HOMO energy is -7.07 eV.


one wins, 45.8 kcal/mol ahead of the next structure.


one.
Formula: C6H11N
Source: OMol25
Level of theory: ωB97M-V/def2-TZVPD

Element x y z (Å)
1 C -1.2809 2.4649 -1.5345
2 C -0.9276 1.2834 -0.9222
3 N -0.7424 1.1244 0.4625
4 C -1.0982 -0.1976 0.9511
5 C -0.2030 -1.3375 0.4853
6 C 1.1183 -1.1877 0.9826
7 C 2.3027 -1.6323 -0.1249
8 H -1.0637 3.5050 -1.1046
9 H -2.0021 2.3439 -2.3963
10 H -0.9598 0.4363 -1.5319
11 H 0.0509 1.4661 0.8600
12 H -2.1972 -0.4508 0.9483
13 H -1.0198 -0.0605 2.0580
14 H -0.7683 -2.1748 -0.1482
15 H 1.2376 -0.6694 1.8950
16 H 2.8514 -0.6940 -0.0983
17 H 1.8380 -1.7840 -1.0451
18 H 2.8641 -2.4355 0.2631

As for the charge: 0. The spin multiplicity is 1. Its HOMO energy is -8.03 eV.


two.
Formula: C6H11N
Source: OMol25
Level of theory: ωB97M-V/def2-TZVPD

Element x y z (Å)
1 C 1.5871 -2.0834 -0.2003
2 C 0.7212 -1.1400 0.3324
3 C 0.8569 0.2722 0.1932
4 C 1.8398 0.7281 -0.6536
5 C -0.2784 1.1194 0.7064
6 C -1.8232 0.6101 0.6397
7 N -1.9788 0.6322 -0.8127
8 H 1.5288 -3.0838 0.1658
9 H 2.0748 -1.9733 -1.1881
10 H 0.0045 -1.6007 1.0154
11 H 2.0812 1.8122 -0.7502
12 H 2.2444 -0.0921 -1.3213
13 H -0.2079 2.1125 0.2170
14 H -0.1204 1.1174 1.7005
15 H -2.5267 1.4665 1.0828
16 H -1.9525 -0.3273 1.2473
17 H -1.1892 0.1601 -1.2068
18 H -2.8616 0.2700 -1.1675

As for the charge: 0. The spin multiplicity is 1. Its HOMO energy is -8.27 eV.


three.
Formula: C6H11N
Source: OMol25
Level of theory: ωB97M-V/def2-TZVPD

Element x y z (Å)
1 C 0.0858 1.6010 -2.2757
2 C 0.5752 0.6598 -1.1560
3 C -0.4525 0.3149 -0.0550
4 C 0.1609 -0.5909 1.2115
5 C -0.8626 -1.1198 2.2454
6 C 0.8061 -1.7541 0.6246
7 N 1.2923 -2.6593 0.0765
8 H 0.9119 1.8057 -2.9684
9 H -0.7057 1.1444 -2.8925
10 H -0.2753 2.5440 -1.8559
11 H 0.8884 -0.2506 -1.6739
12 H 1.4276 1.0635 -0.5824
13 H -0.8469 1.2745 0.3214
14 H -1.2988 -0.2214 -0.5225
15 H 0.9603 -0.0858 1.7966
16 H -1.3414 -0.2567 2.7002
17 H -1.6182 -1.7200 1.7358
18 H -0.4212 -1.7421 3.0471

As for the charge: 0. The spin multiplicity is 1. Its HOMO energy is -11.22 eV.


four.
Formula: C6H11N
Source: OMol25
Level of theory: ωB97M-V/def2-TZVPD

Element x y z (Å)
1 C 0.2693 0.0293 -2.2721
2 C -1.2297 0.1784 -2.0485
3 N -1.6502 0.3438 -0.6527
4 C -0.8322 0.2083 0.2534
5 C 0.0079 0.0200 1.2455
6 C 0.8042 1.1515 1.8451
7 C 0.2081 -1.3716 1.7958
8 H 0.4852 -0.0736 -3.3400
9 H 0.8094 0.9044 -1.8934
10 H 0.6624 -0.8520 -1.7537
11 H -1.7645 -0.7009 -2.4266
12 H -1.6216 1.0380 -2.6022
13 H 0.6143 2.0992 1.3331
14 H 0.5583 1.2828 2.9066
15 H 1.8800 0.9411 1.7841
16 H -0.0557 -1.4189 2.8597
17 H -0.4042 -2.1047 1.2623
18 H 1.2590 -1.6752 1.7034

As for the charge: 0. The spin multiplicity is 1. Its HOMO energy is -8.15 eV.


three wins, 17.4 kcal/mol ahead of the next structure.


one.
Formula: C6H11N
Source: OMol25
Level of theory: ωB97M-V/def2-TZVPD

Element x y z (Å)
1 C 2.1086 0.1434 -0.0212
2 C 0.8445 -0.7290 -0.0137
3 C -0.4898 0.0322 0.1582
4 C -1.6424 -0.9717 0.3218
5 C -0.7628 0.9623 -1.0337
6 C -0.4172 0.8493 1.3885
7 N -0.3576 1.4891 2.3515
8 H 2.4699 0.3359 -1.0353
9 H 2.9167 -0.3464 0.5281
10 H 1.9394 1.1116 0.4619
11 H 0.9088 -1.4727 0.7887
12 H 0.7701 -1.2937 -0.9521
13 H -1.4751 -1.6231 1.1857
14 H -2.5981 -0.4559 0.4601
15 H -1.7112 -1.5963 -0.5757
16 H -1.7040 1.5053 -0.8989
17 H 0.0386 1.6960 -1.1653
18 H -0.8383 0.3637 -1.9485

As for the charge: 0. The spin multiplicity is 1. Its HOMO energy is -11.39 eV.


two.
Formula: C6H11N
Source: OMol25
Level of theory: ωB97M-V/def2-TZVPD

Element x y z (Å)
1 C -2.4125 0.8702 0.0629
2 C -0.8802 1.0812 -0.0386
3 C -0.0286 0.0707 -0.7607
4 C 1.4179 -0.1551 -1.1914
5 N 1.7878 -1.2849 -0.2272
6 C 0.7652 -1.1882 1.0049
7 C 0.1879 0.1907 0.7662
8 H -2.8596 1.4395 -0.7614
9 H -2.5207 -0.2278 -0.0702
10 H -2.8131 1.1743 0.9967
11 H -0.4811 2.0834 0.1922
12 H -0.6458 -0.8324 -0.9162
13 H 1.5201 -0.3933 -2.2684
14 H 1.9449 0.8186 -0.9463
15 H 2.7732 -1.3071 0.1877
16 H 0.0391 -1.9780 0.8706
17 H 1.2580 -1.3713 2.0160
18 H 0.9473 1.0094 1.0830

As for the charge: 0. The spin multiplicity is 1. Its HOMO energy is -8.33 eV.


one wins, 91.2 kcal/mol ahead of the next structure.